{"formula": "C43H60BCl3CsN7O4S4SiTe", "method": "ωB97M-V/def2-TZVPD", "elements": ["Cs", "C", "C", "C", "C", "N", "C", "C", "N", "B", "N", "C", "C", "N", "C", "S", "C", "C", "C", "C", "N", "C", "C", "N", "C", "S", "C", "C", "C", "C", "C", "S", "H", "H", "H", "H", "H", "H", "H", "H", "H", "H", "H", "H", "H", "H", "H", "H", "H", "H", "H", "H", "H", "H", "H", "H", "H", "H", "H", "H", "H", "H", "H", "H", "H", "H", "C", "Si", "C", "C", "C", "C", "C", "C", "N", "C", "S", "H", "H", "H", "H", "H", "H", "H", "H", "H", "H", "H", "H", "O", "H", "H", "O", "H", "H", "Cl", "C", "Cl", "Cl", "C", "O", "O", "Te", "C", "C", "C", "C", "C", "C", "C", "C", "C", "C", "C", "C", "H", "H", "H", "H", "H", "H", "H", "H", "H", "H"], "positions_angstrom": [[0.70273, 0.93064, 1.77909], [0.62775, -2.24638, -3.86125], [-0.31710, -1.56437, -4.85897], [-1.09457, -2.65148, -5.59663], [0.46402, -0.72903, -5.87988], [-1.27392, -0.69843, -4.13307], [-2.65216, -0.89236, -4.13072], [-3.17925, -0.07105, -3.21032], [-2.16524, 0.66157, -2.63772], [-2.21099, 1.40344, -1.27408], [-1.97689, 2.92314, -1.50684], [-1.87882, 3.52764, -2.73602], [-1.34367, 4.74454, -2.56933], [-1.08436, 4.91643, -1.20946], [-1.49946, 3.77309, -0.55384], [-1.58011, 3.43232, 1.09514], [-0.35534, 6.13286, -0.77952], [0.95408, 6.19415, -1.57931], [-1.23614, 7.34529, -1.11119], [0.00465, 6.19397, 0.70119], [-3.58179, 1.18136, -0.57913], [-4.44882, 2.17962, -0.19630], [-5.29853, 1.68466, 0.71284], [-4.95791, 0.35348, 0.94705], [-3.89330, 0.03888, 0.11908], [-3.15940, -1.44240, -0.16826], [-5.61556, -0.35962, 2.07422], [-5.52476, 0.53301, 3.31882], [-7.08349, -0.57675, 1.68271], [-4.99758, -1.70822, 2.43438], [-0.98366, 0.29019, -3.21294], [0.50194, 0.99797, -2.85808], [1.27315, -2.95803, -4.38153], [0.04998, -2.77648, -3.10126], [1.25038, -1.50300, -3.37157], [-0.38181, -3.28776, -6.12102], [-1.78130, -2.23125, -6.33504], [-1.65723, -3.27336, -4.89773], [1.18068, -1.35937, -6.41158], [1.00405, 0.06123, -5.36445], [-0.21811, -0.27677, -6.60459], [-3.14141, -1.60512, -4.76665], [-4.20433, 0.03799, -2.90703], [-1.31777, 0.99280, -0.59582], [-2.18317, 3.02495, -3.63625], [-1.09342, 5.48445, -3.30647], [0.76996, 6.35478, -2.64259], [1.50076, 5.25756, -1.46231], [1.57356, 7.01244, -1.20995], [-1.49665, 7.36630, -2.17032], [-0.70136, 8.26530, -0.86896], [-2.15739, 7.30964, -0.52757], [0.67810, 5.38540, 0.97464], [-0.87375, 6.12494, 1.33232], [0.50645, 7.14821, 0.88480], [-4.38636, 3.17222, -0.60444], [-6.12265, 2.16320, 1.20823], [-6.03869, 1.48587, 3.18300], [-4.47716, 0.72481, 3.55147], [-5.98109, 0.01658, 4.16540], [-7.57772, 0.36972, 1.45408], [-7.61946, -1.05820, 2.50268], [-7.13741, -1.22006, 0.80244], [-3.94917, -1.59003, 2.70008], [-5.06850, -2.40993, 1.61071], [-5.54033, -2.10488, 3.29774], [6.36555, 3.61306, 0.88301], [6.66477, 1.99514, -0.05311], [8.52404, 1.62911, 0.18837], [6.45558, 2.22108, -1.92285], [5.74249, 0.49962, 0.60378], [6.36496, -0.59849, 1.16708], [5.62506, -1.69723, 1.60798], [4.25760, -1.66357, 1.42098], [3.61408, -0.62972, 0.88288], [4.31478, 0.46533, 0.50893], [3.46513, 1.82482, -0.06928], [7.09949, 4.37454, 0.60126], [6.44129, 3.45120, 1.96171], [5.36697, 3.99038, 0.67434], [9.12822, 2.44393, -0.21882], [8.82040, 0.70816, -0.32091], [8.77651, 1.52422, 1.24716], [7.06962, 3.04413, -2.30105], [5.41440, 2.42503, -2.16356], [6.74797, 1.31018, -2.45278], [7.44750, -0.61161, 1.26187], [6.10183, -2.55084, 2.07096], [3.62588, -2.49689, 1.71759], [1.00650, -0.96893, 0.01289], [1.96047, -0.78449, 0.22077], [0.84973, -0.57613, -0.85743], [-1.85479, -0.33129, 3.07574], [-1.67857, 0.07159, 2.21799], [-1.08148, -0.08827, 3.61727], [3.37193, 1.48791, 3.45105], [2.93617, 0.36447, 4.73657], [4.24829, -0.77958, 4.99409], [2.65581, 1.28377, 6.23374], [1.57819, -0.35497, 4.32757], [1.62059, -1.57525, 4.21362], [0.64816, 0.45266, 4.15665], [0.35914, -2.80196, 1.99814], [-0.09091, -4.52826, 3.20071], [-1.33769, -4.72555, 3.78633], [-1.62683, -5.89644, 4.47489], [-0.66667, -6.89010, 4.60230], [0.58892, -6.69709, 4.04157], [0.86767, -5.52750, 3.34818], [-0.36480, -3.89743, 0.31407], [-1.65762, -4.41219, 0.29919], [-2.11143, -5.15957, -0.77683], [-1.28123, -5.39706, -1.86412], [0.00217, -4.86850, -1.87120], [0.45243, -4.12534, -0.78793], [-2.09565, -3.95419, 3.70545], [-2.60860, -6.03921, 4.91251], [-0.89270, -7.80664, 5.13484], [1.34904, -7.46373, 4.14076], [1.84843, -5.38916, 2.90849], [-2.32371, -4.20617, 1.12748], [-3.12332, -5.54875, -0.77445], [-1.63579, -5.98901, -2.70048], [0.65760, -5.04253, -2.71737], [1.45328, -3.70899, -0.80069]], "relative_energy_ev": 1.659, "spin_multiplicity": 1, "e_homo_ev": -2.31, "orbital_gap_ev": 5.8, "charge": -2}

=====

{"formula": "C43H60N10NbO2", "method": "ωB97M-V/def2-TZVPD", "elements": ["C", "C", "C", "C", "C", "Nb", "N", "C", "C", "O", "O", "H", "H", "H", "H", "H", "H", "H", "H", "H", "H", "H", "H", "H", "H", "H", "N", "C", "C", "C", "C", "H", "H", "H", "H", "H", "N", "C", "C", "C", "C", "H", "H", "H", "H", "H", "N", "C", "C", "C", "C", "H", "H", "H", "H", "H", "N", "C", "C", "C", "C", "H", "H", "H", "H", "H", "N", "C", "C", "C", "C", "H", "H", "H", "H", "H", "N", "C", "C", "C", "C", "H", "H", "H", "H", "H", "N", "C", "C", "C", "C", "H", "H", "H", "H", "H", "N", "C", "C", "C", "C", "H", "H", "H", "H", "H", "N", "C", "C", "C", "C", "H", "H", "H", "H", "H"], "positions_angstrom": [[-0.64145, -1.20854, -0.12068], [-0.62967, -0.09340, -0.57781], [-0.38919, 1.24214, -1.12877], [0.02263, 2.30478, -0.05714], [1.32842, 3.05605, -0.42469], [3.12309, 2.50722, 0.85212], [2.12789, 2.72424, 2.69369], [2.76279, 0.25070, 0.77591], [3.43827, -0.32106, -0.37883], [4.57110, -0.76875, -0.39321], [2.70365, -0.33919, -1.56317], [-0.86747, -2.24113, 0.01787], [-1.32277, 1.56202, -1.59711], [0.38063, 1.17400, -1.89390], [0.05712, 1.83641, 0.92829], [-0.77886, 3.04786, -0.04952], [1.16125, 4.12836, -0.26429], [1.57377, 2.95722, -1.48422], [4.70882, 2.18057, 1.72830], [3.61655, 4.26907, 0.86713], [4.06573, 2.31452, -0.70767], [2.79865, 2.60058, 3.45116], [1.80153, 3.68925, 2.74498], [3.25250, -0.17342, 1.65882], [1.70221, 0.01214, 0.81415], [3.11024, 0.33337, -2.12955], [-2.70126, 2.85111, 2.54868], [-1.66894, 3.66842, 2.90844], [-2.19878, 4.74741, 3.56544], [-3.60963, 4.56988, 3.60379], [-3.88743, 3.38903, 2.96825], [-2.59851, 1.98609, 2.04959], [-0.65337, 3.40479, 2.66591], [-1.64080, 5.57359, 3.97367], [-4.33478, 5.23249, 4.04613], [-4.82183, 2.88862, 2.78028], [6.24068, -1.79769, 1.78431], [6.92326, -2.97837, 1.72546], [7.72467, -3.06268, 2.83657], [7.51294, -1.87954, 3.59415], [6.59104, -1.12239, 2.91471], [5.57458, -1.46933, 1.09527], [6.78541, -3.65760, 0.90041], [8.38852, -3.87736, 3.07583], [7.98419, -1.61282, 4.52587], [6.15944, -0.16050, 3.13597], [-3.88662, -2.15708, 0.03017], [-4.93557, -1.59158, -0.64131], [-6.00945, -2.43659, -0.53524], [-5.59340, -3.55680, 0.23446], [-4.27973, -3.35032, 0.57068], [-2.96565, -1.75360, 0.11407], [-4.82608, -0.64262, -1.13796], [-6.98442, -2.27184, -0.96227], [-6.18991, -4.41280, 0.50590], [-3.58553, -3.94683, 1.13999], [1.20616, 7.08030, 3.75239], [0.32610, 8.03412, 4.18255], [0.93118, 9.25529, 4.04914], [2.22825, 9.02765, 3.51420], [2.36619, 7.67619, 3.34136], [1.02824, 6.09252, 3.73895], [-0.65126, 7.76498, 4.54458], [0.49336, 10.20567, 4.30495], [2.97356, 9.77014, 3.28249], [3.18527, 7.08891, 2.96188], [3.61131, -3.76770, -0.56519], [3.30269, -5.03266, -0.14752], [2.45081, -5.58187, -1.07152], [2.24040, -4.60290, -2.08449], [2.97197, -3.49527, -1.73717], [4.21384, -3.11803, -0.08866], [3.71333, -5.43190, 0.76434], [2.02689, -6.57186, -1.02720], [1.62452, -4.70176, -2.96278], [3.09599, -2.54089, -2.21491], [-3.13324, -3.28472, -2.94708], [-1.83321, -3.55623, -3.26478], [-1.76719, -3.77904, -4.61520], [-3.08321, -3.63306, -5.13110], [-3.90226, -3.32666, -4.07414], [-3.47632, -3.08230, -2.02383], [-1.06488, -3.56434, -2.51012], [-0.87543, -4.01619, -5.17117], [-3.38927, -3.73919, -6.15913], [-4.96131, -3.13379, -4.02257], [5.41749, 6.93916, 0.46946], [5.85570, 7.41271, -0.73550], [7.17842, 7.07841, -0.86135], [7.54838, 6.36919, 0.31436], [6.43857, 6.30177, 1.11351], [4.48252, 7.03240, 0.82089], [5.19152, 7.93865, -1.39959], [7.80802, 7.30774, -1.70506], [8.51445, 5.95138, 0.54283], [6.28336, 5.84953, 2.07768], [-4.93809, -5.92482, 2.89082], [-5.69145, -6.02843, 4.02732], [-5.64025, -7.33078, 4.44743], [-4.82017, -8.03998, 3.52775], [-4.40171, -7.14419, 2.58048], [-4.80158, -5.08181, 2.36420], [-6.19633, -5.17073, 4.43747], [-6.13358, -7.73100, 5.31735], [-4.56620, -9.08622, 3.55952], [-3.77104, -7.26946, 1.71679], [-6.19788, -3.26057, -7.15450], [-7.43529, -2.72702, -7.38622], [-7.53601, -2.46430, -8.72649], [-6.30898, -2.85720, -9.32672], [-5.50558, -3.34409, -8.33020], [-5.84666, -3.54415, -6.25745], [-8.13542, -2.58064, -6.58171], [-8.39240, -2.03806, -9.22171], [-6.04657, -2.78878, -10.36913], [-4.50519, -3.74019, -8.35844]], "spin_multiplicity": 1, "e_homo_ev": -5.87, "orbital_gap_ev": 7.6, "charge": -1}

=====

> charge of number 2 (C43H60N10NbO2)?

-1